(1)
60
Properties=species:S:1:pos:R:3:mulliken_charge:R:1 method="wB97M-V/def2-TZVPD" total_energy_ha=-1690.40645 smiles=COc1ccc(CN2CCN(CCc3ccccc3)[C@@H](CCO)C2)c(Cl)c1OC fmax_ev_per_a=0.568 homo_ev=-8.31
Cl -3.04 2.59 0.37 -0.197
O 2.81 -2.27 0.77 -0.633
O -6.45 -0.65 -1.46 -0.450
O -5.09 1.89 -1.34 -0.506
N 1.75 0.31 0.67 0.364
N -0.99 0.57 1.48 0.585
C -3.35 0.07 1.28 -0.089
C -4.00 -1.16 1.25 -1.013
C 6.08 1.89 -0.64 -0.327
C 2.89 0.70 -0.16 -0.907
C -4.82 0.83 -0.53 0.497
C -5.45 -0.43 -0.54 1.252
C 4.13 1.02 0.70 -0.780
C 1.24 1.47 1.39 -0.541
C 0.08 1.11 2.29 -1.237
C -7.12 -1.88 -1.45 -0.953
C -5.03 -1.40 0.36 -0.490
C -0.51 -0.63 0.83 -1.137
C 0.66 -0.31 -0.11 0.458
C 1.68 -2.68 0.05 -0.605
C 6.96 -0.68 -1.13 -0.642
C -3.78 1.04 0.38 0.620
C 5.83 -0.47 -0.37 -0.371
C 7.22 1.68 -1.40 -0.587
C 5.38 0.82 -0.11 0.125
C -2.22 0.35 2.22 -1.526
C 1.09 -1.59 -0.85 -1.144
C 7.66 0.39 -1.65 -0.421
C -6.27 1.95 -2.11 -0.801
H -7.61 -2.07 -0.50 0.367
H 2.60 -1.41 1.16 0.498
H 0.41 0.39 3.06 0.305
H 2.00 -3.52 -0.57 0.440
H 0.91 -3.05 0.75 0.263
H 8.55 0.23 -2.24 0.373
H 3.16 -0.14 -0.80 0.541
H 0.90 2.24 0.68 0.384
H 0.29 0.41 -0.86 0.056
H -7.87 -1.81 -2.24 0.264
H -0.19 -1.37 1.58 0.121
H 7.30 -1.69 -1.32 0.393
H -3.70 -1.93 1.94 0.350
H -6.26 1.22 -2.93 0.252
H 4.09 2.05 1.06 0.509
H 5.28 -1.31 0.04 0.436
H 5.74 2.90 -0.45 0.353
H 4.14 0.35 1.55 0.426
H -7.16 1.79 -1.50 0.320
H -2.12 -0.49 2.94 0.356
H 0.20 -2.00 -1.34 0.547
H 1.80 -1.35 -1.63 0.453
H 2.64 1.56 -0.80 0.298
H -1.32 -1.06 0.24 0.346
H 7.76 2.53 -1.80 0.377
H -6.28 2.96 -2.52 0.286
H -5.50 -2.37 0.37 0.382
H -0.28 2.01 2.80 0.446
H -2.43 1.26 2.78 0.538
H -6.44 -2.71 -1.68 0.355
H 2.05 1.88 1.99 0.421


(2)
11
Properties=species:S:1:pos:R:3:mulliken_charge:R:1 method="wB97M-V/def2-TZVPD" total_energy_ha=-479.97309 fmax_ev_per_a=5.959 homo_ev=-10.15
F 0.27 -1.57 2.55 -0.105
F -0.83 -2.30 0.94 -0.086
N -0.99 1.37 -0.34 0.114
N -0.47 1.47 -1.53 -0.545
N -0.34 0.58 0.52 -0.340
C 0.50 0.63 -1.45 -0.191
C 0.37 -2.03 1.34 0.058
C 0.65 0.10 -0.15 0.086
H 1.30 0.50 -2.24 0.319
H -1.79 2.01 0.04 0.283
H 1.32 -0.76 0.31 0.407


(3)
7
Properties=species:S:1:pos:R:3:mulliken_charge:R:1 method="wB97M-V/def2-TZVPD" total_energy_ha=-2826.45006 smiles="O=C=CF.Br" fmax_ev_per_a=3.315 homo_ev=-9.55
Br 3.74 0.13 -0.32 -0.199
F 0.15 0.20 -0.51 -0.210
O -2.65 -1.58 -0.15 -0.326
C -1.91 -0.69 -0.01 0.599
C -0.94 0.12 0.29 -0.390
H 2.73 1.07 -0.35 0.188
H -1.12 0.76 1.05 0.339


(4)
13
Properties=species:S:1:pos:R:3:mulliken_charge:R:1 method="wB97M-V/def2-TZVPD" total_energy_ha=-1275.54146 smiles=CSS.CS fmax_ev_per_a=0.293 homo_ev=-9.08
S 3.61 0.45 -2.05 -0.218
S 2.80 -0.96 -0.79 -0.063
S -1.84 1.24 0.65 -0.181
C -2.31 -0.50 0.83 -0.759
C 1.48 -0.06 0.05 -0.746
H 2.76 0.32 -3.08 0.154
H 1.24 -0.68 0.91 0.279
H -2.06 -0.88 1.81 0.280
H 1.84 0.90 0.41 0.374
H -2.97 1.76 1.10 0.103
H 0.61 0.10 -0.58 0.202
H -3.38 -0.61 0.67 0.328
H -1.79 -1.07 0.06 0.246


(5)
9
Properties=species:S:1:pos:R:3:mulliken_charge:R:1 method="wB97M-V/def2-TZVPD" total_energy_ha=-623.35014 smiles="N=C=S.NO" fmax_ev_per_a=3.576 homo_ev=-9.82
S 2.27 -0.01 -2.33 -0.297
O 0.02 0.28 1.64 -0.433
N 0.12 -1.53 -1.61 -0.425
N -1.14 1.24 1.57 -0.432
C 1.05 -0.92 -2.07 0.463
H -1.65 1.21 2.44 0.245
H -0.19 -2.46 -1.93 0.284
H -0.63 2.16 1.66 0.253
H 0.15 0.03 0.62 0.342


(6)
117
Properties=species:S:1:pos:R:3:mulliken_charge:R:1 method="wB97M-V/def2-TZVPD" total_energy_ha=-3143.36722 multiplicity=4 fmax_ev_per_a=2.106 homo_ev="-6.34 / -6.38" s_squared=3.78
Re 0.41 1.19 0.63 2.589
Si 0.09 4.54 -1.47 0.410
Si 2.64 2.29 0.25 0.735
Si 1.51 0.71 2.83 0.808
O -2.57 3.84 1.65 -0.725
O -0.69 2.74 1.23 -0.563
N -1.05 -0.23 1.53 1.001
N 0.21 2.80 -1.47 0.554
N -2.19 1.12 -0.46 1.267
N 1.06 -0.72 0.01 1.059
C -2.58 -2.22 2.75 0.151
C 5.25 1.48 1.25 -0.913
C 0.25 0.71 -2.73 1.812
C -1.59 -2.53 1.82 -0.965
C 2.97 4.06 0.82 -1.361
C -3.92 2.77 -0.55 -1.162
C 0.19 2.74 -3.96 -0.493
C -1.46 5.13 -2.37 -1.176
C 0.23 0.62 -5.14 -0.891
C -4.63 2.04 -1.44 -1.158
C -1.95 3.04 0.99 -0.375
C 0.26 -0.02 -3.91 -0.271
C -2.91 0.35 -1.32 -0.615
C -0.06 5.35 0.21 -1.167
C -4.35 -2.82 4.46 -2.167
C 2.11 -0.92 -0.80 -0.311
C 0.49 -3.01 -0.28 -0.739
C -2.00 0.08 2.42 -1.361
C 4.26 0.46 3.62 -0.906
C -2.78 -0.88 3.04 -0.912
C 0.21 2.12 -2.67 -0.775
C 3.42 2.13 -1.47 -1.927
C 1.54 -3.22 -1.17 0.477
C -0.84 -1.52 1.24 0.626
C 0.20 2.01 -5.13 -1.383
C 1.58 5.33 -2.33 -1.191
C -2.43 -4.35 4.04 -1.604
C 1.75 -4.54 -1.89 2.076
C 3.86 1.42 1.43 0.879
C 0.87 1.80 4.21 -1.264
C 1.29 -1.06 3.45 -1.192
C -4.21 -4.05 2.29 -1.570
C -4.35 -1.29 -3.08 -0.829
C 0.27 -1.77 0.30 -0.590
C -3.39 -3.35 3.39 1.910
C -3.12 -1.73 -2.53 -1.013
C -4.85 -0.07 -2.75 -0.856
C 1.41 -4.32 -3.37 -1.559
C 5.63 0.53 3.42 -0.729
C -4.14 0.77 -1.85 0.846
C 6.13 1.04 2.22 -0.814
C 3.22 -4.97 -1.76 -1.772
C -2.69 2.26 -0.08 0.890
C 2.37 -2.13 -1.40 -1.070
C -2.42 -0.93 -1.68 0.392
C 3.37 0.89 2.62 0.198
C 0.86 -5.65 -1.33 -2.000
H 0.18 3.81 -4.02 0.279
H 1.59 5.15 -3.40 0.397
H 2.68 1.96 -2.25 0.327
H 0.84 2.85 3.91 0.252
H 1.61 -5.23 -3.94 0.490
H 3.90 -4.29 -2.27 0.324
H -4.80 -4.86 2.72 0.453
H 0.35 4.77 1.03 0.186
H 2.55 4.82 0.15 0.320
H -5.10 -2.15 4.03 0.403
H 0.36 -4.06 -3.50 0.254
H -4.26 3.73 -0.18 0.682
H 7.20 1.09 2.06 0.418
H -1.11 5.55 0.44 0.378
H -1.51 6.22 -2.34 0.390
H 0.46 6.32 0.18 0.444
H -3.56 -4.48 1.52 0.289
H -0.20 -5.44 -1.48 0.353
H 2.58 4.24 1.83 0.214
H 1.53 1.70 5.07 0.421
H 0.23 0.06 -6.06 0.415
H 2.01 -3.51 -3.81 0.343
H 0.27 -1.11 -3.86 0.472
H 4.17 1.33 -1.50 0.734
H 1.93 -1.18 4.33 0.675
H -4.89 -1.93 -3.77 0.429
H 1.04 -5.81 -0.26 0.409
H 1.60 -1.81 2.71 0.181
H 4.05 4.17 0.84 0.486
H 0.19 2.54 -6.08 0.391
H 6.31 0.20 4.20 0.385
H -1.47 -1.26 -1.27 0.416
H 2.74 -0.07 -0.99 -0.677
H -3.00 -5.13 4.56 0.450
H -1.52 4.81 -3.41 0.383
H 1.08 -6.59 -1.85 0.446
H -2.35 4.74 -1.85 0.207
H -0.20 -3.81 -0.04 0.508
H -4.89 -3.35 1.81 0.362
H -2.73 -2.70 -2.81 0.505
H 0.22 0.19 -1.79 -0.867
H 3.35 -5.96 -2.21 0.483
H 1.59 6.42 -2.17 0.412
H 3.93 3.07 -1.70 0.598
H -0.14 1.50 4.52 0.280
H -3.81 -2.30 5.25 0.416
H 0.26 -1.28 3.76 0.146
H -3.53 -0.56 3.75 0.595
H -1.79 -3.85 4.78 0.353
H 3.22 -2.20 -2.07 0.446
H -5.79 0.28 -3.16 0.420
H -5.57 2.41 -1.85 0.443
H 3.52 -5.03 -0.71 0.391
H -1.78 -4.84 3.31 0.318
H -1.38 -3.56 1.57 0.554
H -4.88 -3.67 4.91 0.448
H -2.13 1.13 2.64 0.588
H 5.66 1.90 0.33 0.387
H 2.51 4.92 -1.92 0.160
H 3.88 0.07 4.56 0.325


(7)
39
Properties=species:S:1:pos:R:3:mulliken_charge:R:1 method="wB97M-V/def2-TZVPD" charge=+1 total_energy_ha=-17389.38835 multiplicity=2 fmax_ev_per_a=2.979 homo_ev="-9.74 / -10.90" s_squared=0.75
Sr 3.21 5.72 -0.30 0.967
Sr -0.17 3.74 -0.88 1.306
Br 0.71 -0.23 -3.82 -0.198
Br -2.81 1.32 4.96 -0.172
Br -3.00 -1.48 3.03 -0.125
Br -4.47 1.13 0.43 -0.139
Br 0.70 -4.23 -1.42 -0.112
Br -2.66 1.85 -2.70 -0.254
Cl 3.29 -1.99 1.65 -0.114
Cl 5.08 -2.71 -0.54 -0.107
Cl 6.17 -1.19 1.54 -0.133
O -0.27 1.37 -0.02 -0.576
O 2.27 3.32 -0.06 -0.777
C 4.68 -1.44 0.63 0.353
C 0.45 -2.33 -1.68 -0.108
C -1.84 1.07 3.22 -0.359
C 0.08 -2.09 -3.20 -0.601
C 1.12 0.98 0.21 -0.045
C -1.39 -0.35 2.95 -0.057
C -3.49 -0.12 -0.68 -0.404
C -3.61 0.12 -2.20 -0.527
C 2.28 2.04 0.58 -0.163
H -1.09 1.85 3.15 0.346
H -0.93 -0.35 1.96 -0.233
H 4.47 -0.47 0.19 -0.027
H 3.17 1.44 0.40 -0.093
H -0.68 -0.63 3.74 0.442
H -3.94 -1.09 -0.48 0.492
H -4.68 0.24 -2.36 0.478
H 1.45 0.39 -0.64 0.109
H 1.17 0.21 0.98 0.141
H -1.00 -2.19 -3.31 0.348
H -3.29 -0.79 -2.71 0.349
H -0.31 -1.95 -1.00 0.096
H 1.44 -1.92 -1.48 0.116
H 2.39 2.20 1.66 0.339
H -2.61 1.39 2.51 0.046
H -2.44 -0.01 -0.42 -0.080
H 0.55 -2.83 -3.85 0.477


(8)
82
Properties=species:S:1:pos:R:3:mulliken_charge:R:1 method="wB97M-V/def2-TZVPD" charge=+4 total_energy_ha=-2287.06139 fmax_ev_per_a=1.428 homo_ev=-18.30
W -0.47 -1.48 -1.10 1.247
Sb -0.89 0.89 -2.77 0.989
Sb -2.34 0.21 0.46 1.030
O 0.58 -1.64 2.64 -0.525
O 0.57 -2.09 0.44 -0.506
O 3.07 -2.11 -1.70 -0.501
O -1.85 -1.94 -2.27 -0.272
O -1.67 -2.20 -4.51 -0.422
O -1.87 -2.74 0.20 -0.511
O 1.00 -1.48 -2.29 -0.249
N 5.66 2.74 5.01 -0.326
N -0.08 -3.71 -1.75 -0.077
N 1.07 0.20 -0.29 -0.582
N 4.66 0.68 4.66 -0.113
N 6.11 0.99 6.43 -0.360
C 1.98 -2.45 -1.98 0.353
C 0.86 -1.30 1.54 -0.223
C 3.62 -0.25 2.67 -1.216
C -0.59 -4.61 -0.66 -0.857
C -0.79 2.87 -1.92 -1.446
C 5.48 1.47 5.37 0.779
C 1.39 -3.83 -1.96 -0.687
C 4.01 1.03 3.40 -0.831
C -1.82 2.27 0.83 -0.961
C 1.50 0.01 1.13 0.748
C -1.48 -2.64 -3.44 0.398
C -4.09 4.71 -1.87 -0.663
C -4.17 0.23 -0.59 -0.901
C 3.04 -0.03 1.26 -0.718
C -1.96 -4.14 -0.23 -0.749
C -3.78 3.70 0.29 -0.756
C -0.84 -3.94 -3.02 -0.734
C -2.88 4.17 -2.28 -0.654
C -4.53 4.48 -0.57 -0.750
C -2.75 -0.68 2.33 -1.334
C -2.57 3.15 -0.13 -0.066
C -2.72 0.83 -3.80 -1.198
C -2.11 3.39 -1.43 1.003
C 0.68 0.82 -4.17 -1.233
H 4.71 1.59 2.79 0.479
H 1.87 -0.08 -0.87 0.346
H -4.12 3.54 1.30 0.474
H -3.18 0.10 2.96 0.549
H 3.43 0.89 0.83 0.674
H -1.52 -2.74 1.11 0.336
H 3.13 1.66 3.59 0.391
H -2.70 -4.14 -1.03 0.320
H 4.52 -0.85 2.56 0.462
H 0.94 1.19 -0.48 0.078
H -3.42 1.51 -3.31 0.384
H -0.73 2.36 0.77 0.223
H 0.10 -4.56 0.17 0.422
H 5.10 3.18 4.30 0.185
H -4.28 1.20 -1.08 0.189
H 0.55 -0.05 -4.80 0.390
H 1.06 0.79 1.76 0.170
H 1.65 0.79 -3.68 0.376
H -0.43 3.46 -2.77 0.822
H 0.60 1.73 -4.78 0.554
H -4.17 -0.58 -1.32 0.278
H -4.97 0.08 0.13 0.556
H -2.35 -4.73 0.59 0.604
H 0.00 2.92 -1.16 0.516
H 3.38 -0.84 0.61 0.291
H -5.46 4.92 -0.23 0.464
H -1.84 -1.05 2.81 0.367
H -3.09 -0.19 -3.82 0.312
H -2.12 2.44 1.86 0.981
H -0.64 -5.64 -1.02 0.541
H 6.34 3.32 5.48 0.224
H -0.21 -4.32 -3.81 0.518
H -1.64 -4.66 -2.86 0.377
H -2.52 4.39 -3.28 0.475
H 2.93 -0.84 3.28 0.454
H 6.09 0.01 6.65 0.209
H 6.66 1.58 7.03 0.220
H -3.47 -1.48 2.19 0.424
H 4.45 -0.22 5.06 0.226
H 1.61 -4.32 -2.91 0.480
H -4.66 5.33 -2.54 0.471
H 1.85 -4.42 -1.17 0.437
H -2.52 1.17 -4.81 0.630


(9)
49
Properties=species:S:1:pos:R:3:mulliken_charge:R:1 method="wB97M-V/def2-TZVPD" total_energy_ha=-1602.14823 smiles="CC(C)C[C@@H]1OC(=O)O[C@]1(C[C@@H](C)I)C(=O)NC(=O)F.O=C1CCCO1" fmax_ev_per_a=9.756 homo_ev=-9.58
I -1.81 0.24 -0.94 0.102
F 3.48 -4.99 0.59 -0.237
O 0.58 -0.17 5.50 -0.565
O 2.82 -3.43 2.36 -0.402
O -0.57 -4.05 2.38 -0.476
O 0.03 -1.65 3.53 -0.426
O -2.89 0.76 -4.10 -0.575
O -1.61 2.55 -3.47 -0.288
O 1.37 0.13 3.08 -0.339
N 1.09 -3.81 0.68 -0.179
C 4.61 -0.85 0.34 -1.076
C -1.78 3.97 -3.44 -0.381
C -1.71 -1.17 1.95 -1.218
C -4.04 -1.17 0.71 -0.977
C -3.69 3.02 -4.46 -0.389
C 3.41 0.31 0.50 0.223
C 0.18 -3.15 1.67 -0.133
C 0.96 -0.37 1.73 0.093
C 2.47 -4.09 1.23 0.537
C -2.39 -1.36 0.48 -0.131
C 0.65 -0.49 4.19 0.536
C -0.10 -1.61 2.03 1.285
C 3.89 1.27 1.70 -1.139
C 1.99 -0.41 0.49 0.211
C -2.71 1.97 -4.02 0.483
C -2.82 4.25 -4.50 -0.510
H 2.19 -1.54 0.16 -0.413
H -4.10 2.79 -5.44 0.288
H -2.12 4.26 -2.44 0.261
H -4.48 3.11 -3.71 0.234
H 4.74 -1.37 1.39 0.249
H 0.20 0.50 1.39 0.174
H 1.09 -3.36 -0.26 0.428
H 5.61 -0.24 0.09 0.374
H -3.37 5.18 -4.32 0.317
H -2.17 -2.41 -0.01 0.344
H -2.34 4.33 -5.48 0.261
H -0.83 4.46 -3.66 0.297
H 3.51 0.94 -0.52 0.251
H 4.94 1.73 1.39 0.348
H 4.12 0.62 2.68 0.245
H -2.26 -1.92 2.70 0.347
H -4.16 -0.15 1.31 0.289
H -4.42 -2.01 1.46 0.328
H 1.37 0.03 -0.45 0.085
H -4.63 -1.18 -0.31 0.322
H -1.88 -0.08 2.40 0.383
H 4.38 -1.59 -0.54 0.267
H 3.20 2.18 1.97 0.290


(10)
24
Properties=species:S:1:pos:R:3:mulliken_charge:R:1 method="wB97M-V/def2-TZVPD" charge=+2 total_energy_ha=-421.32228 fmax_ev_per_a=5.403 homo_ev=-17.42
O 3.10 -0.33 2.38 -0.568
O 0.80 -0.36 1.05 -0.538
N 1.39 0.02 -1.94 -0.153
N -2.52 -0.72 1.74 -0.307
C -0.90 1.04 -1.34 -0.363
C -1.68 0.28 0.85 -0.357
C -1.32 -0.09 -0.39 -0.316
C 0.10 0.61 -2.48 -0.841
H 2.07 0.72 -1.97 0.363
H -1.72 1.52 -1.79 0.395
H -0.30 -0.12 -3.20 0.378
H 1.38 0.11 1.66 0.308
H 3.15 -0.18 3.25 0.284
H 1.31 -0.41 -0.94 0.271
H 1.11 -1.17 1.27 0.266
H 1.71 -0.64 -2.59 0.354
H 3.66 -1.03 2.21 0.292
H -3.45 -0.69 1.28 0.402
H -0.29 1.84 -0.78 0.307
H -2.73 -0.24 2.69 0.403
H -2.17 -1.66 1.75 0.355
H 0.34 1.38 -3.15 0.450
H -1.46 1.27 1.31 0.350
H -1.59 -1.16 -0.86 0.266


(11)
22
Properties=species:S:1:pos:R:3:mulliken_charge:R:1 method="wB97M-V/def2-TZVPD" charge=+1 total_energy_ha=-403.42974 multiplicity=2 fmax_ev_per_a=4.092 homo_ev="-13.66 / -13.66" s_squared=0.75
O 1.20 1.84 -0.21 -0.654
O -2.14 0.94 -0.92 -0.595
O -0.95 3.78 -0.37 -0.622
N 0.35 -1.04 0.36 0.235
C 0.97 -1.36 -0.94 -0.905
C 1.06 -1.63 1.49 -0.878
C -1.07 -1.38 0.41 -1.222
H 0.54 -2.29 -1.30 0.412
H 2.08 1.87 -0.60 0.320
H 0.42 -2.18 2.17 0.360
H -1.52 1.39 -1.51 0.283
H -0.40 2.98 -0.29 0.331
H -0.83 4.24 0.47 0.315
H 1.09 0.91 0.01 0.408
H 1.66 -0.84 1.95 0.351
H 2.04 -1.48 -0.79 0.485
H -1.61 -1.18 -0.51 0.502
H -1.10 -2.44 0.69 0.459
H -1.53 -0.81 1.22 0.395
H -2.92 1.51 -0.87 0.303
H 1.85 -2.29 1.14 0.417
H 0.78 -0.52 -1.60 0.300


(12)
22
Properties=species:S:1:pos:R:3:mulliken_charge:R:1 method="wB97M-V/def2-TZVPD" total_energy_ha=-1256.15965 smiles=SS.O.O.O.O.O.O fmax_ev_per_a=1.259 homo_ev=-9.02
S -3.88 -0.11 -1.35 -0.189
S -3.30 0.78 0.48 -0.170
O 4.10 3.97 -0.77 -0.639
O -3.09 1.02 -4.61 -0.610
O 0.71 3.79 1.23 -0.632
O 2.40 -5.07 0.79 -0.620
O 2.82 -1.65 0.85 -0.642
O -2.61 -1.81 2.91 -0.603
H 3.53 4.32 -1.45 0.327
H 2.44 -2.08 0.08 0.316
H 2.87 -2.34 1.52 0.319
H 1.53 -5.45 0.63 0.314
H -5.18 0.19 -1.44 0.172
H 1.68 3.95 1.25 0.324
H -3.04 0.11 -4.30 0.292
H 2.95 -5.80 1.06 0.313
H -2.09 1.23 0.07 0.166
H -2.18 -2.61 3.23 0.302
H 4.10 4.59 -0.03 0.310
H -2.55 1.40 -3.90 0.326
H 0.73 2.83 1.23 0.310
H -1.93 -1.26 2.53 0.313